1.
Entry from the Open Molecules 2025 dataset: 2 unconnected molecules or ions with the total composition C29H61N4O4PS2 at a distorted geometry (ωB97M-V/def2-TZVPD).

```
101
Properties=species:S:1:pos:R:3:mulliken_charge:R:1
C -5.499 -9.459 -5.145 -1.029
C -6.486 -8.200 -4.897 -0.444
C -5.697 -6.890 -4.334 -0.644
C -5.700 -5.660 -5.372 -0.664
C -4.506 -4.595 -5.126 -0.343
C -4.968 -3.260 -4.354 -0.639
C -4.442 -1.894 -5.061 -0.796
C -2.825 -1.804 -4.893 -0.254
N -2.374 -0.421 -4.486 0.122
C -2.631 -0.168 -3.035 -0.052
C -2.561 1.383 -2.612 -0.607
C -2.888 1.609 -1.029 -0.654
C -1.630 2.324 -0.312 -0.314
C -1.699 2.335 1.290 -0.695
C -0.679 1.334 2.025 -0.624
C 0.819 1.351 1.460 -0.025
C 1.594 2.744 1.677 -0.824
C -0.943 -0.320 -4.838 -0.088
S -0.375 1.206 -5.288 -0.165
S 0.273 -1.712 -4.871 -0.146
C 0.225 -2.694 -3.296 -0.145
C 1.475 -3.745 -3.372 -0.825
C 2.612 -3.456 -2.278 -0.669
C 3.695 -2.355 -2.735 0.276
C 3.188 -0.907 -3.191 -0.234
O 4.145 0.026 -2.573 -0.385
C 4.269 -0.537 -1.254 0.570
O 4.317 0.133 -0.207 -0.502
O 4.285 -1.952 -1.442 -0.341
H -5.201 -9.947 -4.151 0.269
H -4.532 -9.127 -5.687 0.275
H -6.058 -10.270 -5.746 0.312
H -7.038 -8.000 -5.876 0.341
H -7.268 -8.572 -4.130 0.278
H -4.662 -7.203 -3.971 0.406
H -6.307 -6.556 -3.411 0.213
H -6.718 -5.127 -5.235 0.257
H -5.666 -6.081 -6.448 0.337
H -3.973 -4.378 -6.126 0.307
H -3.727 -5.113 -4.448 0.180
H -6.109 -3.212 -4.331 0.452
H -4.493 -3.289 -3.302 0.213
H -4.730 -1.975 -6.178 0.387
H -4.970 -0.960 -4.630 0.306
H -2.505 -2.527 -4.060 -0.095
H -2.371 -2.119 -5.906 0.427
H -1.785 -0.709 -2.453 -0.119
H -3.669 -0.570 -2.772 0.329
H -3.250 2.053 -3.255 0.274
H -1.505 1.833 -2.755 0.184
H -3.832 2.269 -0.909 0.257
H -3.129 0.626 -0.494 0.382
H -0.683 1.871 -0.756 0.167
H -1.659 3.428 -0.661 0.163
H -2.763 2.006 1.611 0.348
H -1.571 3.394 1.702 0.361
H -0.611 1.685 3.127 0.255
H -1.139 0.287 2.037 0.298
H 0.931 1.032 0.370 -0.064
H 1.405 0.566 2.078 0.311
H 2.731 2.570 1.544 0.253
H 1.474 3.178 2.734 0.141
H 1.308 3.533 0.900 0.264
H -0.719 -3.348 -3.199 0.310
H 0.332 -2.075 -2.342 0.222
H 1.867 -3.710 -4.460 0.365
H 1.098 -4.822 -3.218 0.311
H 2.160 -3.245 -1.243 0.280
H 3.202 -4.445 -2.159 0.316
H 4.453 -2.663 -3.552 0.214
H 3.086 -0.744 -4.318 0.349
H 2.195 -0.515 -2.766 0.109
O 2.711 3.754 4.828 -0.764
P 3.196 4.803 5.848 0.727
N 4.860 4.439 5.596 0.125
C 5.366 3.080 5.739 -0.968
C 5.352 4.985 4.328 -1.145
N 2.528 4.034 7.217 0.238
C 3.267 3.360 8.264 -1.065
C 1.246 3.357 7.028 -0.941
N 3.707 6.076 6.997 0.030
C 3.061 7.350 6.665 -1.039
C 5.073 6.341 7.435 -0.971
H 6.447 3.056 5.565 0.399
H 4.893 2.376 5.047 0.224
H 5.242 2.709 6.755 0.269
H 5.039 6.030 4.216 0.343
H 4.967 4.426 3.468 0.275
H 6.445 4.978 4.294 0.356
H 3.510 2.328 7.991 0.383
H 2.677 3.325 9.188 0.371
H 4.189 3.876 8.531 0.231
H 1.382 2.362 6.586 0.273
H 0.594 3.937 6.370 0.284
H 0.713 3.242 7.976 0.347
H 3.490 7.794 5.759 0.337
H 3.141 8.069 7.485 0.365
H 1.989 7.196 6.490 0.328
H 5.685 6.789 6.644 0.323
H 5.576 5.445 7.799 0.283
H 5.064 7.037 8.282 0.379
```

Calculated values
* spin multiplicity: 1
* maximum force: 7.33 eV/A
* energy relative to the best compared isomer or geometry (same formula, charge and spin): 818.6 kJ/mol
* total charge: 0
* orbital gap: 7.2 eV
* calculated total energy: -2798.93559 hartree
* SMILES: CCCCCCCCN(CCCCCCCC)C(=S)SCCC[C@H]1COC(=O)O1.CN(C)P(=O)(N(C)C)N(C)C
* E_HOMO: -8.022 eV
* LUMO: -0.780 eV


2.
Entry from the Open Molecules 2025 dataset: a molecular structure, C29H61NO12PS2 (ωB97M-V/def2-TZVPD).

```
106
Properties=species:S:1:pos:R:3:mulliken_charge:R:1
C -2.555 0.655 -0.051 -0.479
O -1.481 1.425 -0.558 -0.347
C -0.212 0.811 -0.474 0.945
C 0.376 0.452 -1.852 0.733
C -0.648 0.085 -2.941 -0.594
C -0.600 -1.359 -3.436 -1.070
S -0.760 -2.675 -2.213 1.116
O -1.588 -3.683 -2.834 -0.748
O -1.245 -2.088 -0.967 -0.316
N 0.772 -3.116 -2.031 -0.441
S 1.148 -4.109 -0.865 0.736
O 0.267 -5.252 -0.728 -0.671
O 2.580 -4.327 -0.904 -0.555
P 0.880 -3.006 0.993 0.900
O 1.785 -3.357 2.122 -0.740
H -3.001 0.025 -0.831 0.298
H -3.301 1.346 0.343 0.170
H -2.233 -0.001 0.762 0.159
H -0.277 -0.089 0.142 -0.228
H 0.460 1.516 0.035 -0.484
H 0.990 1.275 -2.221 -0.793
H 1.053 -0.396 -1.712 0.313
H -0.434 0.702 -3.821 0.277
H -1.658 0.349 -2.625 0.341
H -1.439 -1.567 -4.104 0.431
H 0.323 -1.562 -3.979 0.376
H -0.495 -3.171 1.236 -0.063
H 0.975 -1.681 0.533 -0.108
C -1.687 4.996 2.972 -0.491
C -3.192 5.072 3.235 -0.605
C -3.754 4.485 1.942 -0.540
O -2.792 3.548 1.481 -0.312
C -1.576 3.678 2.218 0.737
H -1.084 5.012 3.880 0.441
H -1.362 5.819 2.332 0.120
H -3.457 4.439 4.084 0.270
H -3.556 6.081 3.433 0.358
H -3.891 5.269 1.187 0.278
H -4.709 3.974 2.081 0.291
H -1.484 2.832 2.911 -0.189
H -0.743 3.654 1.518 -0.330
C -2.290 -0.864 5.273 -0.646
C -3.548 -1.635 4.870 -0.557
C -3.943 -0.923 3.581 -0.183
O -2.720 -0.492 2.986 -0.269
C -1.646 -0.615 3.913 -0.232
H -1.635 -1.414 5.949 0.392
H -2.561 0.082 5.749 0.275
H -3.297 -2.678 4.664 0.227
H -4.338 -1.613 5.620 0.403
H -4.578 -0.054 3.792 0.267
H -4.448 -1.567 2.862 -0.024
H -1.009 -1.458 3.622 0.107
H -1.046 0.296 3.876 0.206
C -6.869 -4.969 1.453 -0.590
C -5.473 -5.586 1.537 -0.555
C -4.601 -4.435 1.050 -0.222
O -5.270 -3.239 1.464 -0.315
C -6.592 -3.536 1.894 -0.491
H -7.607 -5.466 2.082 0.337
H -7.227 -4.986 0.422 0.259
H -5.232 -5.839 2.572 0.273
H -5.353 -6.482 0.929 0.357
H -4.508 -4.435 -0.039 0.211
H -3.597 -4.434 1.475 0.136
H -6.651 -3.445 2.987 0.272
H -7.276 -2.808 1.454 0.317
C 3.517 3.336 -5.716 -0.586
C 4.137 1.972 -5.411 -0.594
C 3.584 1.689 -4.020 -0.378
O 2.301 2.317 -3.974 -0.279
C 2.134 3.185 -5.091 -0.463
H 3.471 3.570 -6.779 0.342
H 4.077 4.128 -5.213 0.253
H 3.777 1.226 -6.122 0.272
H 5.226 1.971 -5.435 0.348
H 4.225 2.122 -3.244 0.254
H 3.457 0.627 -3.808 0.278
H 1.428 2.736 -5.798 0.250
H 1.712 4.130 -4.740 0.285
C 2.599 5.881 -0.904 -0.707
C 2.777 4.372 -0.735 -0.100
C 2.086 4.132 0.599 -0.189
O 1.040 5.103 0.683 -0.347
C 1.199 6.085 -0.337 -0.496
H 2.684 6.218 -1.938 0.364
H 3.336 6.424 -0.306 0.291
H 2.262 3.829 -1.527 -0.097
H 3.819 4.052 -0.728 0.430
H 2.776 4.276 1.439 0.260
H 1.646 3.138 0.679 -0.127
H 0.437 5.928 -1.109 0.294
H 1.047 7.073 0.104 0.278
C 5.935 -4.815 -0.878 -0.497
C 7.380 -4.825 -0.382 -0.528
C 7.766 -3.359 -0.544 -0.461
O 6.580 -2.604 -0.340 -0.429
C 5.436 -3.482 -0.344 -0.094
H 5.336 -5.647 -0.514 0.311
H 5.904 -4.824 -1.969 0.272
H 7.414 -5.110 0.672 0.264
H 8.034 -5.495 -0.939 0.331
H 8.154 -3.170 -1.554 0.269
H 8.521 -3.031 0.175 0.272
H 5.056 -3.581 0.676 0.189
H 4.649 -3.046 -0.954 0.120
```

Calculated values
* spin multiplicity: 1
* maximum force: 0.36 eV/A
* energy relative to the best compared isomer or geometry (same formula, charge and spin): 0.0 kJ/mol
* total charge: -1
* orbital gap: 8.3 eV
* calculated total energy: -3236.88112 hartree
* E_HOMO: -5.956 eV
* LUMO: 2.308 eV


3.
Entry from the Open Molecules 2025 dataset: a molecular structure, C29H62BBrI2N4O7SSi2 at a distorted geometry (ωB97M-V/def2-TZVPD).

```
109
Properties=species:S:1:pos:R:3:mulliken_charge:R:1
C -0.709 -6.710 -5.944 -1.053
C -1.825 -6.437 -4.934 -0.592
C -2.087 -4.942 -4.683 -0.078
C -3.317 -4.405 -5.420 -0.906
C -3.702 -2.973 -5.023 -0.324
C -4.789 -2.916 -3.952 -0.745
C -5.133 -1.484 -3.533 -0.983
C -4.196 -0.884 -2.468 -0.346
C -3.449 0.369 -2.929 -0.856
C -2.794 1.143 -1.784 -1.006
C -1.401 0.617 -1.411 -0.099
C -1.113 0.749 0.102 -1.173
Si 0.715 0.794 0.442 -0.482
C 1.275 2.583 0.376 -0.466
B 2.811 2.706 0.657 1.017
O 3.294 3.578 1.663 -0.694
O 3.699 2.006 -0.109 -0.491
C 1.238 0.154 2.155 -0.038
C 0.223 -0.597 2.984 -0.251
O 0.442 -1.713 3.383 -0.644
N -1.000 0.057 3.214 0.352
C -0.826 1.323 3.959 -1.043
C -1.933 -0.804 3.943 -1.044
O 1.538 0.017 -0.790 0.126
Si 1.869 -1.568 -0.941 0.525
S 3.637 -2.045 0.131 -0.296
Br 0.214 -2.794 -0.135 -0.294
C 2.013 -1.892 -2.782 0.016
I 1.717 -0.179 -3.964 -0.090
C 2.281 -3.031 -3.418 0.322
C 2.373 -3.218 -4.907 -1.481
I 2.662 -4.794 -2.355 0.057
H -0.366 -7.745 -5.884 0.366
H 0.157 -6.067 -5.766 0.160
H -1.050 -6.528 -6.966 0.312
H -2.743 -6.897 -5.312 0.305
H -1.606 -6.940 -3.990 0.362
H -1.213 -4.359 -4.989 0.032
H -2.215 -4.764 -3.610 0.292
H -4.167 -5.074 -5.244 0.426
H -3.113 -4.437 -6.496 0.324
H -4.083 -2.451 -5.906 0.377
H -2.807 -2.436 -4.689 0.088
H -5.687 -3.391 -4.356 0.381
H -4.473 -3.480 -3.066 0.285
H -6.149 -1.482 -3.132 0.358
H -5.127 -0.842 -4.419 0.450
H -4.773 -0.641 -1.572 0.521
H -3.457 -1.634 -2.159 0.136
H -4.114 1.021 -3.501 0.568
H -2.649 0.046 -3.609 0.131
H -2.718 2.195 -2.073 0.377
H -3.436 1.080 -0.900 0.435
H -0.639 1.139 -1.995 0.296
H -1.356 -0.446 -1.673 -0.019
H -1.618 -0.052 0.640 0.463
H -1.525 1.706 0.445 0.776
H 0.680 3.175 1.073 0.027
H 1.114 2.919 -0.657 0.208
H 3.506 3.098 2.471 0.286
H 4.461 1.615 0.342 0.192
H 2.119 -0.487 2.110 0.433
H 1.531 1.048 2.715 0.527
H -0.169 2.000 3.417 0.367
H -1.799 1.799 4.066 0.306
H -0.411 1.133 4.955 0.318
H -2.881 -0.272 4.020 0.318
H -2.094 -1.735 3.403 0.357
H -1.590 -1.014 4.961 0.305
H 4.352 -1.008 -0.321 0.041
H 2.455 -4.266 -5.177 0.415
H 3.226 -2.661 -5.302 0.369
H 1.470 -2.817 -5.378 0.378
C 7.109 0.335 1.195 0.087
O 5.921 0.151 0.966 -0.579
N 7.964 0.850 0.305 0.125
C 9.368 1.050 0.606 -0.940
C 7.454 1.221 -1.008 -0.790
H 7.568 0.082 2.162 0.283
H 9.633 2.105 0.520 0.347
H 9.994 0.476 -0.078 0.342
H 9.570 0.721 1.623 0.283
H 6.668 1.971 -0.916 0.199
H 7.031 0.352 -1.512 0.277
H 8.271 1.621 -1.602 0.395
C 0.905 6.141 1.547 0.672
O -0.247 6.135 1.940 -0.658
N 1.633 7.260 1.354 0.065
C 3.004 7.203 0.894 -0.725
C 1.014 8.545 1.621 -0.971
H 1.462 5.221 1.321 -0.166
H 3.679 7.656 1.625 0.321
H 3.120 7.729 -0.056 0.333
H 3.293 6.162 0.760 0.117
H 0.693 8.610 2.661 0.287
H 0.134 8.687 0.993 0.287
H 1.736 9.333 1.417 0.390
C -4.618 0.605 6.541 0.115
O -3.593 1.027 6.041 -0.566
N -4.660 -0.117 7.677 0.117
C -5.903 -0.602 8.238 -0.922
C -3.407 -0.413 8.351 -0.888
H -5.612 0.778 6.097 0.295
H -6.061 -0.201 9.241 0.339
H -5.904 -1.692 8.297 0.343
H -6.731 -0.289 7.605 0.284
H -2.897 0.509 8.633 0.296
H -2.742 -0.975 7.695 0.239
H -3.616 -0.999 9.242 0.382
```

Calculated values
* spin multiplicity: 1
* maximum force: 1.08 eV/A
* total charge: 0
* orbital gap: 8.8 eV
* calculated total energy: -6059.64600 hartree
* E_HOMO: -8.522 eV
* LUMO: 0.314 eV


4.
Entry from the Open Molecules 2025 dataset: 3 unconnected molecules or ions with the total composition C29H63BBrF3N2O14P3 at a distorted geometry (ωB97M-V/def2-TZVPD).

```
116
Properties=species:S:1:pos:R:3:mulliken_charge:R:1
C 1.073 6.658 4.057 -1.003
C -0.401 6.228 4.043 -0.504
C -0.577 4.732 4.143 0.658
O -0.601 4.161 5.193 -0.506
O -0.756 4.039 2.966 -0.407
C 0.462 3.571 2.385 -0.727
C 0.861 2.245 3.051 -1.263
C 2.360 1.924 2.979 2.825
C 3.259 2.991 3.678 -1.359
C 3.780 2.668 5.073 -0.235
C 4.743 3.756 5.558 0.775
F 6.002 3.278 5.579 -0.295
F 4.460 4.153 6.800 -0.289
F 4.762 4.845 4.780 -0.281
C 2.809 1.939 1.482 -2.838
N 3.945 0.953 1.368 0.511
C 4.145 0.237 0.062 -0.308
Br 3.443 1.277 -1.420 -0.056
C 5.625 -0.049 -0.173 -0.146
C 6.466 1.081 -0.778 -1.416
C 4.018 0.167 2.681 -1.375
B 4.417 -1.400 2.630 1.146
O 3.551 -2.191 1.902 -0.697
N 5.541 -1.978 3.286 -0.055
C 5.201 -2.874 4.411 -1.064
C 6.619 -1.059 3.656 -0.853
C 2.613 0.400 3.221 -0.594
P 2.228 -0.450 4.774 1.191
O 2.059 -1.876 4.504 -0.778
O 0.902 0.219 5.347 -0.510
O 3.405 -0.215 5.842 -0.674
H 1.652 6.168 3.278 0.264
H 1.123 7.735 3.906 0.399
H 1.505 6.459 5.038 0.265
H -0.885 6.642 4.925 0.385
H -0.930 6.575 3.156 0.328
H 1.243 4.329 2.427 0.306
H 0.234 3.386 1.335 0.335
H 0.309 1.450 2.545 0.334
H 0.584 2.312 4.101 0.708
H 2.644 3.884 3.784 0.409
H 4.071 3.279 3.010 0.414
H 2.963 2.666 5.793 0.201
H 4.370 1.759 5.092 0.036
H 1.921 1.610 0.941 1.131
H 3.059 2.912 1.070 0.370
H 4.766 1.562 1.410 0.648
H 3.582 -0.687 0.017 0.470
H 6.076 -0.456 0.737 -0.054
H 5.620 -0.873 -0.888 0.586
H 7.512 0.892 -0.539 0.441
H 6.174 2.068 -0.418 0.366
H 6.410 1.052 -1.862 0.377
H 4.714 0.745 3.286 0.185
H 4.070 -2.817 1.383 0.321
H 6.059 -3.508 4.635 0.410
H 4.367 -3.510 4.125 0.350
H 4.936 -2.315 5.310 0.214
H 7.016 -0.534 2.787 0.217
H 6.299 -0.314 4.396 0.216
H 7.447 -1.599 4.114 0.341
H 1.934 -0.084 2.505 0.475
H 0.921 0.457 6.282 0.304
H 3.132 0.294 6.615 0.350
O -1.025 -0.805 0.418 -0.334
P -1.741 -2.046 0.054 0.799
O -3.281 -1.715 -0.243 -0.406
C -3.805 -0.484 -0.739 -0.205
C -3.922 -0.488 -2.252 -0.989
O -1.830 -2.937 1.380 -0.380
C -1.045 -2.682 2.545 0.265
C -1.866 -1.941 3.576 -1.148
O -1.656 -3.339 -0.863 -0.432
C -1.582 -3.244 -2.293 -0.088
C -0.428 -2.390 -2.776 -1.099
H -3.202 0.371 -0.425 0.172
H -4.783 -0.380 -0.272 0.375
H -2.934 -0.509 -2.719 0.138
H -4.442 0.403 -2.605 0.494
H -4.470 -1.368 -2.590 0.267
H -0.135 -2.139 2.297 -0.147
H -0.741 -3.654 2.933 0.335
H -2.280 -1.022 3.157 0.260
H -1.258 -1.693 4.440 0.319
H -2.704 -2.557 3.906 0.360
H -2.539 -2.879 -2.673 0.122
H -1.458 -4.260 -2.663 0.341
H -0.524 -1.354 -2.436 0.306
H -0.388 -2.387 -3.864 0.381
H 0.516 -2.777 -2.389 0.319
O -6.011 -1.207 -6.042 -0.673
P -5.710 -1.714 -7.384 0.951
O -5.871 -3.297 -7.487 -0.309
C -6.788 -4.018 -6.655 -0.211
C -8.094 -4.295 -7.369 -1.028
O -4.129 -1.557 -7.628 -0.382
C -3.323 -0.803 -6.730 -0.534
C -2.609 -1.719 -5.760 -0.737
O -6.084 -1.227 -8.836 -0.380
C -7.458 -1.176 -9.276 -0.201
C -8.357 -0.415 -8.324 -1.065
H -6.966 -3.483 -5.721 0.297
H -6.297 -4.958 -6.403 0.339
H -8.635 -3.367 -7.568 0.192
H -8.732 -4.933 -6.759 0.403
H -7.914 -4.789 -8.325 0.266
H -3.917 -0.062 -6.196 0.334
H -2.598 -0.259 -7.339 0.349
H -3.314 -2.364 -5.233 0.219
H -2.044 -1.139 -5.027 0.253
H -1.921 -2.377 -6.294 0.350
H -7.820 -2.193 -9.441 0.237
H -7.440 -0.683 -10.246 0.303
H -8.404 -0.899 -7.345 0.308
H -9.370 -0.358 -8.722 0.380
H -7.983 0.598 -8.171 0.341
```

Calculated values
* spin multiplicity: 1
* maximum force: 4.64 eV/A
* total charge: +1
* orbital gap: 9.2 eV
* calculated total energy: -6228.32265 hartree
* E_HOMO: -11.744 eV
* LUMO: -2.513 eV